# 1
{
  "formula": "C3H13N2S2",
  "method": "ωB97M-V/def2-TZVPD",
  "species": ["C", "N", "C", "N", "H", "H", "H", "H", "H", "H", "H", "H", "H", "C", "S", "S", "H", "H", "H", "H"],
  "coordinates": [[0.7229, -1.5268, 0.5246], [2.0076, -0.8013, 0.6159], [-0.4263, -0.6579, 0.9298], [-1.6326, -1.4330, 0.6321], [0.6228, -2.3787, 1.1992], [0.5834, -1.9028, -0.4933], [2.1356, -0.4802, 1.5485], [2.8016, -1.4107, 0.4118], [-0.4634, 0.2309, 0.3162], [-0.4446, -0.3658, 1.9850], [-2.4650, -0.8334, 0.4133], [-1.4057, -1.9824, -0.2128], [-1.8704, -2.0902, 1.3706], [0.6423, 1.5159, -1.4228], [-0.9897, 2.0725, -2.0199], [-1.1998, 4.0120, -1.5218], [1.4541, 1.9922, -2.0340], [0.6893, 0.4381, -1.6053], [0.8705, 1.7198, -0.3753], [-1.6327, 3.8817, -0.2617]],
  "mulliken_charge": [-0.916, -0.487, -0.218, -0.260, 0.412, 0.487, 0.230, 0.260, 0.065, 0.331, 0.361, 0.357, 0.349, -0.708, -0.078, -0.156, 0.413, 0.121, 0.291, 0.145],
  "homo_ev": -11.943,
  "relative_energy_kcal_mol": 15.58,
  "largest_force_ev_per_a": 1.84,
  "total_charge": 1,
  "gap_ev": 8.12
}

# 2
{
  "formula": "C3H13N3",
  "method": "ωB97M-V/def2-TZVPD",
  "species": ["C", "C", "N", "H", "H", "H", "H", "H", "H", "H", "N", "C", "N", "H", "H", "H", "H", "H", "H"],
  "coordinates": [[-2.9002, 3.3678, 1.8787], [-3.5508, 2.6063, 0.6712], [-2.6062, 1.6428, 0.0636], [-1.9403, 2.9476, 1.9970], [-2.5736, 4.4483, 1.7196], [-3.4961, 3.4517, 2.8029], [-4.5293, 1.9633, 0.8625], [-3.8974, 3.3310, -0.1236], [-1.6511, 2.0015, -0.0875], [-2.8066, 0.7503, 0.4446], [2.9309, -2.1999, -0.3993], [3.0116, -2.9960, -1.6928], [4.1449, -3.9851, -1.5118], [2.2975, -2.4894, 0.2797], [3.0799, -1.1957, -0.4092], [1.9607, -3.4136, -1.9779], [3.4403, -2.1669, -2.3460], [5.0248, -3.6443, -1.6052], [4.0608, -4.4199, -0.5665]],
  "mulliken_charge": [-0.998, -0.206, -0.558, 0.332, 0.278, 0.262, 0.272, 0.209, 0.213, 0.197, -0.474, -0.238, -0.584, 0.164, 0.181, 0.231, 0.270, 0.235, 0.214],
  "homo_ev": -8.662,
  "relative_energy_kcal_mol": 43.24,
  "largest_force_ev_per_a": 5.68,
  "total_charge": 0,
  "gap_ev": 9.62,
  "smiles": "CCN.NCN"
}

# 3
{
  "formula": "C3H13N3",
  "method": "ωB97M-V/def2-TZVPD",
  "species": ["C", "C", "N", "H", "H", "H", "H", "H", "H", "H", "N", "C", "N", "H", "H", "H", "H", "H", "H"],
  "coordinates": [[-2.0226, -0.3104, -0.0323], [-1.9681, -0.4615, 1.4893], [-0.7322, 0.0901, 2.0146], [-1.1867, 0.2886, -0.3809], [-2.9651, 0.0919, -0.3929], [-1.8600, -1.2824, -0.5043], [-2.0106, -1.5091, 1.7221], [-2.8559, -0.0679, 1.9938], [-0.6748, 0.0387, 3.0192], [-0.5145, 1.0104, 1.6694], [2.6931, -0.2833, -0.5789], [1.3865, 0.2489, -0.9489], [1.2790, 0.5420, -2.3701], [2.6323, -0.7094, 0.3392], [3.4600, 0.3756, -0.5438], [1.1319, 1.1399, -0.3697], [0.6667, -0.5326, -0.7198], [1.8687, -0.1283, -2.8534], [1.6723, 1.4588, -2.5527]],
  "mulliken_charge": [-0.736, -0.318, -0.504, 0.092, 0.330, 0.216, 0.261, 0.304, 0.194, 0.166, -0.668, 0.017, -0.585, 0.225, 0.201, 0.243, 0.044, 0.318, 0.199],
  "homo_ev": -9.011,
  "relative_energy_kcal_mol": 8.40,
  "largest_force_ev_per_a": 0.72,
  "total_charge": 0,
  "gap_ev": 10.04,
  "smiles": "CCN.NCN"
}

# 4
{
  "formula": "C3H13N3O2",
  "method": "ωB97M-V/def2-TZVPD",
  "species": ["C", "C", "N", "C", "N", "N", "H", "H", "H", "H", "H", "H", "H", "H", "H", "H", "H", "O", "H", "H", "O"],
  "coordinates": [[0.1452, 3.2699, 0.3641], [-0.2299, 2.6238, 1.4725], [-0.1487, -2.7575, -0.0036], [-0.2872, -1.5527, -0.7834], [-1.3460, -0.6996, -0.2500], [0.9788, -0.8372, -0.7671], [-0.6782, 3.1047, 2.3405], [0.3483, 4.3309, 0.5323], [0.0945, 2.8671, -0.6478], [0.9370, -0.0007, -1.4312], [-0.1702, 1.5370, 1.5644], [-0.0709, -3.6436, -0.4800], [-2.2337, -1.1359, -0.4718], [-1.1622, -0.7348, 0.7645], [0.8341, -0.7026, 2.8243], [0.7957, 1.7915, -2.8260], [1.0632, -0.4598, 0.1877], [0.3521, 1.3070, -2.1037], [-0.5168, -1.8440, -1.8119], [0.6205, -2.6742, 0.6571], [0.4290, -1.1786, 2.1094]],
  "lowdin_spin": [0.000, -0.001, 0.082, 0.004, 0.056, 0.362, 0.000, 0.000, 0.000, 0.015, 0.000, 0.000, 0.002, -0.001, 0.000, 0.005, 0.004, 0.460, -0.001, -0.001, 0.013],
  "homo_ev": [-3.723, -3.644],
  "relative_energy_kcal_mol": 64.43,
  "largest_force_ev_per_a": 1.46,
  "total_charge": -1,
  "gap_ev": [7.60, 4.72],
  "s_squared": 0.761,
  "spin_multiplicity": 2
}

# 5
{
  "formula": "C3H13N4",
  "method": "ωB97M-V/def2-TZVPD",
  "species": ["N", "C", "N", "N", "H", "H", "H", "H", "H", "H", "C", "C", "N", "H", "H", "H", "H", "H", "H", "H"],
  "coordinates": [[-1.5869, 0.2068, 1.4791], [-1.0549, 1.2304, 0.6398], [-1.9193, 2.1787, 0.0675], [0.1630, 1.1308, 0.2909], [-2.2873, -0.3497, 1.0046], [-2.0166, 0.6282, 2.2959], [-2.4433, 1.8295, -0.7250], [-2.5661, 2.5777, 0.7356], [0.6843, -0.2082, 0.2663], [0.4122, 1.8104, -0.4271], [1.2884, -1.3639, -2.0448], [1.9640, -1.6404, -0.7201], [1.0446, -1.3272, 0.4471], [0.8906, -0.3547, -2.1426], [2.0608, -1.4691, -2.8078], [0.5069, -2.0963, -2.2495], [2.2899, -2.6725, -0.6210], [2.8129, -0.9696, -0.5906], [0.3135, -2.0319, 0.4722], [1.5498, -1.4022, 1.3254]],
  "mulliken_charge": [-0.539, 0.373, -0.562, -0.470, 0.245, 0.292, 0.262, 0.275, 0.342, 0.265, -1.005, -0.448, -0.362, 0.318, 0.337, 0.312, 0.377, 0.334, 0.340, 0.314],
  "homo_ev": -13.711,
  "relative_energy_kcal_mol": 32.83,
  "largest_force_ev_per_a": 1.47,
  "total_charge": 1,
  "gap_ev": 10.65
}

# 6
{
  "formula": "C3H13N4",
  "method": "ωB97M-V/def2-TZVPD",
  "species": ["C", "C", "C", "N", "N", "N", "N", "H", "H", "H", "H", "H", "H", "H", "H", "H", "H", "H", "H", "H"],
  "coordinates": [[-2.2775, 1.5111, -0.7238], [-1.8313, -1.4355, 0.6601], [-0.2443, 0.3828, 0.2024], [0.8108, 1.1322, -0.0015], [0.4446, -1.6125, 1.2317], [-0.5516, -0.8133, 0.5645], [3.0427, 0.4501, -1.0758], [-2.5589, 1.7546, 0.2562], [-1.5138, 2.0857, -1.1577], [-2.7778, 0.6804, -1.2306], [-2.4390, -1.2590, -0.1634], [-1.6770, -2.6030, 0.7715], [-2.4589, -1.1892, 1.5490], [0.7400, 2.2212, -0.0836], [1.8256, 0.7687, -0.2363], [1.3294, -1.1130, 1.4312], [0.0483, -2.0088, 2.0851], [3.9044, 0.8015, -0.7036], [2.9934, 0.7871, -2.0962], [3.1909, -0.5411, -1.2794]],
  "mulliken_charge": [-0.860, -0.932, 0.332, -0.378, -0.712, 0.336, -0.885, 0.394, 0.332, 0.322, 0.382, 0.321, 0.322, 0.265, 0.361, 0.238, 0.271, 0.283, 0.311, 0.297],
  "homo_ev": [-12.381, -12.388],
  "relative_energy_kcal_mol": 145.07,
  "largest_force_ev_per_a": 5.03,
  "total_charge": 1,
  "gap_ev": [8.14, 8.61]
}

# 7
{
  "formula": "C3H13N5",
  "method": "ωB97M-V/def2-TZVPD",
  "species": ["H", "N", "C", "C", "N", "N", "H", "H", "H", "H", "H", "H", "C", "N", "N", "H", "H", "H", "H", "H", "H"],
  "coordinates": [[-1.5823, -1.3465, -0.3778], [-0.8406, -1.3038, 0.3174], [-0.7296, -0.1412, 0.8614], [0.1512, 0.0560, 2.0561], [-1.4733, 0.9476, 0.4866], [-2.4183, 0.7969, -0.5431], [-0.4563, 0.0271, 2.9618], [0.8714, -0.7526, 2.1102], [0.6725, 1.0083, 2.0069], [-1.2917, 1.8397, 0.9207], [-3.3606, 0.9385, -0.1934], [-2.2289, 1.4623, -1.2877], [1.2819, 0.6815, -1.3274], [2.1837, -0.7084, -0.7734], [1.5395, -1.9067, -0.7539], [1.7744, 0.7815, -2.2948], [0.2288, 0.5026, -1.5626], [1.4276, 1.5881, -0.7377], [2.3540, -0.4495, 0.1984], [0.3773, -1.7737, -0.3503], [1.5194, -2.2476, -1.7175]],
  "mulliken_charge": [0.312, -0.645, 0.588, -1.290, 0.001, -0.624, 0.362, 0.314, 0.378, 0.195, 0.217, 0.235, -0.744, -0.328, -0.636, 0.350, 0.181, 0.263, 0.277, 0.367, 0.228],
  "homo_ev": -7.222,
  "relative_energy_kcal_mol": 93.19,
  "largest_force_ev_per_a": 4.03,
  "total_charge": 0,
  "gap_ev": 7.81,
  "smiles": "[H]/N=C(/C)NN.CNN"
}

# 8
{
  "formula": "C3H13NO2",
  "method": "ωB97M-V/def2-TZVPD",
  "species": ["C", "N", "C", "C", "H", "H", "H", "H", "H", "H", "H", "H", "H", "O", "H", "H", "O", "H", "H"],
  "coordinates": [[-0.2801, 0.9808, 1.3457], [0.0902, -0.2307, 0.5559], [1.2259, -0.9220, 1.2703], [-1.1042, -1.0365, 0.3007], [0.6843, 1.4073, 1.6388], [-0.8360, 0.6847, 2.2521], [-0.8368, 1.6954, 0.7387], [1.3700, -1.7890, 0.6332], [1.9603, -0.1247, 1.2332], [0.9506, -1.2872, 2.2483], [-0.8884, -1.7066, -0.5376], [-1.9112, -0.3589, 0.0466], [-1.2904, -1.7062, 1.1506], [1.2416, -0.5697, -1.9453], [0.9448, -0.8091, -2.8198], [0.5599, 0.0183, -1.6247], [-0.8688, 1.7101, -1.9475], [-0.8519, 2.6623, -2.0226], [-0.1597, 1.3818, -2.5164]],
  "mulliken_charge": [-0.923, 0.145, -1.079, -1.027, 0.331, 0.336, 0.204, 0.311, 0.364, 0.334, 0.279, 0.376, 0.362, -0.610, 0.315, 0.288, -0.599, 0.305, 0.287],
  "homo_ev": -8.267,
  "relative_energy_kcal_mol": 34.28,
  "largest_force_ev_per_a": 3.27,
  "total_charge": 0,
  "gap_ev": 8.92,
  "smiles": "CN(C)C.O.O"
}

# 9
{
  "formula": "C3H13NO2S",
  "method": "ωB97M-V/def2-TZVPD",
  "species": ["C", "N", "C", "C", "S", "H", "H", "H", "H", "H", "H", "H", "H", "H", "O", "H", "H", "O", "H", "H"],
  "coordinates": [[-0.9086, -0.0485, -1.0730], [-0.2303, 1.0733, -0.4268], [0.4045, 0.8911, 0.8609], [1.7197, 0.0648, 0.6559], [2.1713, -0.8372, 2.1657], [-0.2689, -0.9166, -0.9915], [-1.8527, -0.3058, -0.5818], [-1.1682, 0.2030, -2.0986], [-0.8392, 1.8762, -0.4491], [-0.1554, 0.2111, 1.5148], [0.6898, 1.8342, 1.3101], [2.6154, 0.6186, 0.3720], [1.5629, -0.6192, -0.1797], [1.1717, -1.6658, 2.1416], [-2.1688, -2.7506, 1.9151], [-1.5784, -2.2102, 2.4346], [-2.9145, -2.6602, 2.5116], [0.3949, 1.5570, -3.6560], [0.0450, 1.9139, -2.8291], [1.3096, 1.7710, -3.5969]],
  "mulliken_charge": [-0.873, -0.215, -0.457, -0.655, -0.166, 0.322, 0.302, 0.288, 0.227, 0.250, 0.303, 0.350, 0.276, 0.056, -0.608, 0.289, 0.324, -0.643, 0.326, 0.303],
  "homo_ev": -8.977,
  "relative_energy_kcal_mol": 24.33,
  "largest_force_ev_per_a": 2.25,
  "total_charge": 0,
  "gap_ev": 9.52,
  "smiles": "CNCCS.O.O"
}

# 10
{
  "formula": "C3H13NO2S",
  "method": "ωB97M-V/def2-TZVPD",
  "species": ["C", "N", "C", "C", "S", "H", "H", "H", "H", "H", "H", "H", "H", "H", "H", "H", "O", "H", "H", "O"],
  "coordinates": [[0.5012, -2.6428, -0.7365], [-0.2230, -1.4482, -0.6867], [0.3637, -0.2269, -0.9755], [-0.6657, 0.7483, -1.3831], [0.1565, 2.3433, -1.4710], [1.6667, -2.6119, -0.4093], [0.6384, -2.9095, -1.7843], [0.0446, -3.5148, -0.2753], [-0.8661, -1.3508, 0.1077], [1.0426, 0.1755, -0.1282], [1.0606, -0.4972, -1.9000], [-1.2373, 0.5759, -2.3061], [-1.3884, 0.8998, -0.5045], [1.4946, 1.9403, -0.0172], [-0.2740, 2.4735, 1.0869], [-0.6806, 3.4367, 2.0924], [-0.1293, 2.6347, 2.0242], [-0.6112, 0.7399, 2.2546], [-0.0515, -0.5509, 2.7447], [-0.8419, -0.2149, 2.2671]],
  "mulliken_charge": [-0.911, -0.201, -0.451, -0.302, -0.264, 0.238, 0.303, 0.348, 0.241, 0.034, 0.283, 0.370, 0.236, 0.164, 0.273, 0.283, -0.672, 0.356, 0.321, -0.649],
  "homo_ev": -8.445,
  "relative_energy_kcal_mol": 83.43,
  "largest_force_ev_per_a": 4.14,
  "total_charge": 0,
  "gap_ev": 7.52
}

# 11
{
  "formula": "C3H13NO2S",
  "method": "ωB97M-V/def2-TZVPD",
  "species": ["N", "C", "C", "C", "S", "H", "H", "H", "H", "H", "H", "H", "H", "H", "O", "H", "H", "O", "H", "H"],
  "coordinates": [[-3.0704, 2.1841, 0.8282], [-3.2311, 1.8859, -0.5693], [-2.6298, 0.5603, -1.0285], [-1.1003, 0.5574, -0.9823], [-0.3160, -0.5611, -2.2122], [-2.1472, 2.5342, 1.0641], [-3.2138, 1.3655, 1.4205], [-4.2997, 1.8891, -0.7987], [-2.8439, 2.7395, -1.0870], [-3.0431, -0.1537, -0.3058], [-2.9781, 0.2037, -1.9957], [-0.7535, 0.1523, -0.0419], [-0.6393, 1.5310, -1.1332], [-1.3765, -1.1337, -2.7920], [4.1131, -1.4940, 0.8166], [4.7908, -1.5484, 1.4988], [4.0440, -2.3654, 0.4159], [4.9867, -1.6730, 4.3694], [4.1927, -2.2058, 4.3007], [4.7833, -0.8956, 4.9045]],
  "mulliken_charge": [-0.581, -0.786, -0.488, -0.515, -0.253, 0.259, 0.230, 0.294, 0.422, 0.225, 0.434, 0.305, 0.354, 0.101, -0.655, 0.334, 0.318, -0.643, 0.325, 0.320],
  "homo_ev": -8.917,
  "relative_energy_kcal_mol": 16.71,
  "largest_force_ev_per_a": 1.22,
  "total_charge": 0,
  "gap_ev": 9.67,
  "smiles": "NCCCS.O.O"
}

# 12
{
  "formula": "C3H13NO2S",
  "method": "ωB97M-V/def2-TZVPD",
  "species": ["C", "C", "N", "C", "S", "H", "H", "H", "H", "H", "H", "H", "H", "H", "O", "H", "H", "O", "H", "H"],
  "coordinates": [[0.5194, -0.8112, 1.9333], [-0.1489, 0.1029, 0.9105], [-1.4375, 0.5770, 1.3795], [0.8413, 1.2918, 0.6350], [1.3394, 1.4547, -1.1594], [1.0436, -1.5996, 1.3928], [-0.2364, -1.3429, 2.5255], [1.1177, -0.3372, 2.7085], [-0.3583, -0.3176, -0.0787], [-1.8268, 0.0684, 2.1489], [-1.9501, 1.3526, 1.0520], [0.3495, 2.2239, 0.9055], [1.7496, 1.1682, 1.2099], [1.7599, 0.1667, -1.2153], [1.4743, -1.8688, -1.9079], [1.2597, -2.5210, -1.1994], [1.2041, -2.4455, -2.6508], [-2.3170, 0.5532, -2.8544], [-2.8878, 1.2811, -3.0388], [-1.4956, 1.0032, -2.6966]],
  "mulliken_charge": [-1.383, 1.005, -0.559, -0.990, -0.235, 0.233, 0.417, 0.386, 0.112, 0.107, 0.117, 0.427, 0.247, 0.114, -0.592, 0.290, 0.307, -0.618, 0.307, 0.306],
  "homo_ev": -8.548,
  "relative_energy_kcal_mol": 23.28,
  "largest_force_ev_per_a": 2.16,
  "total_charge": 0,
  "gap_ev": 9.13,
  "smiles": "C[C@@H](N)CS.O.O"
}